# 1
DFT (ωB97M-V with the def2-TZVPD basis set) results for a 10-piece molecular cluster, C32H36N10O6 overall at a distorted geometry.

Output
LUMO energy = -1.029 eV
HOMO-LUMO gap = 8.63 eV
Highest occupied orbital energy = -0.35505 Eh
SMILES string = O=[N+]([O-])c1ccccc1.O=[N+]([O-])c1ccccc1.O=[N+]([O-])c1ccccc1.CC#N.CC#N.CC#N.CC#N.CC#N.CC#N.CC#N
Relative energy (zero: lowest compared OMol25 entry of this formula, charge and spin) = 0.243 eV
DFT total energy = -60943.607 eV

Positions of all 84 atoms, in Å:
H: -0.4381 -5.4872 0.3248
N: -1.3812 -1.9858 0.9745
C: 0.4096 6.0371 2.9944
N: 2.3898 2.7715 -0.0634
C: -2.9258 3.6072 -2.5480
H: 6.9740 -0.2975 -4.8816
H: -1.5696 -3.7546 3.8984
N: -2.2700 2.2740 3.9455
C: -0.7432 1.4713 -0.2052
H: 5.0194 0.8800 -1.2350
H: -2.7670 -3.9848 -1.0314
C: 0.3486 -0.0597 -1.6973
O: -1.6019 1.8602 4.8637
C: -5.6505 1.3568 5.1945
N: -2.9856 -6.7079 0.5120
C: 6.1250 0.1969 -2.9721
C: -1.2702 -3.2517 4.8193
N: 2.6438 1.2255 -5.1208
H: -1.3718 -3.9417 5.6537
H: -7.5324 2.0079 4.3755
H: -1.8152 0.5952 1.3984
C: 3.3118 -3.5543 -2.4601
H: 0.2248 2.0546 -2.0255
C: -1.1747 0.3943 0.5501
H: 2.9386 1.2826 -2.5244
C: 3.1878 3.4262 -0.5592
H: 5.1240 4.2958 -0.6387
H: -6.0593 0.7498 5.9886
C: -3.7247 2.2062 4.0564
H: 7.0417 0.0086 -2.4269
C: -3.2948 -5.7884 -0.0959
C: -2.1884 -2.1338 5.0289
H: -2.9764 2.6020 -4.3657
C: 0.4615 -6.0959 0.3502
H: 1.3179 -5.4902 0.0552
O: 1.5767 1.1897 -4.5392
H: 5.0893 -2.8942 -3.4029
H: 5.2927 -3.5957 -1.8484
H: 4.8949 0.1533 -6.1353
C: -5.8864 2.7872 3.2634
C: 0.3672 -7.2561 -0.5184
C: -4.5053 2.8779 3.1460
O: -1.8080 2.7075 2.8980
C: 3.8490 0.9477 -3.0088
H: 0.5900 -6.3935 1.3910
N: 2.1988 -3.4572 -2.2067
H: -3.6436 0.9661 5.8079
H: 1.3246 4.1788 3.3149
N: 0.3134 -8.1689 -1.2234
C: -6.4516 2.0356 4.2898
O: 2.8308 1.6921 -6.2223
C: -0.0245 1.2360 -1.3640
C: -0.0884 -1.1374 -0.9561
C: 4.2022 4.2524 -1.2124
H: 0.9245 -0.2173 -2.5999
H: -0.9804 2.4519 0.1843
N: -0.0201 7.0053 3.4264
H: 0.1295 4.2970 1.9744
H: -3.0596 1.5474 -2.9405
H: 4.8642 -4.6961 -3.2062
H: -6.5241 3.2313 2.5122
N: -2.9280 -1.2713 5.1772
H: 4.4554 3.8408 -2.1892
C: -0.8285 -0.8888 0.1885
H: -4.0549 -4.8760 -1.8280
C: 0.9620 4.7783 2.4877
H: -4.3517 -3.9847 -0.3072
C: -3.6460 -4.6053 -0.8567
H: 3.7650 5.2427 -1.3393
C: -2.5920 2.4331 -3.3628
H: 1.7408 4.9705 1.7554
N: -3.1849 4.5227 -1.9119
C: 4.7283 -3.7078 -2.7785
C: 4.9967 0.6554 -2.2934
C: -4.2713 1.5004 5.1089
O: -2.0775 -1.7189 1.9292
C: 6.0938 0.0339 -4.3474
H: -1.5129 2.3441 -3.3322
H: 0.2033 -2.1494 -1.2024
O: -1.1144 -3.1222 0.5991
H: -4.1044 3.3918 2.2839
C: 4.9233 0.2723 -5.0601
H: -0.2498 -2.8995 4.7052
C: 3.8148 0.7270 -4.3828

# 2
DFT (ωB97M-V with the def2-TZVPD basis set) results for one molecule with the formula C4H7NO at a distorted geometry.

Output
LUMO energy = 0.910 eV
HOMO-LUMO gap = 9.70 eV
Highest occupied orbital energy = -0.32315 Eh
SMILES string = O[C@H]1CN2C[C@@H]12
Relative energy (zero: lowest compared OMol25 entry of this formula, charge and spin) = 5.001 eV
DFT total energy = -7794.644 eV

Positions of all 13 atoms, in Å:
H: -1.9920 1.0138 -0.3738
C: 0.6486 -0.5659 -0.8813
C: 0.6641 0.8703 -0.3865
H: -0.1619 -0.6054 1.5363
N: -0.7718 -0.8299 -0.5957
H: 1.7578 0.3673 1.0972
H: -1.9187 -1.0374 1.2119
H: 0.0422 1.6419 -0.7759
H: 0.8983 -0.7398 -1.9303
C: -1.0446 0.5205 -0.0596
H: 1.2998 -1.2168 -0.2722
O: 1.5836 1.1779 0.5866
C: -1.0054 -0.5965 0.8433